Computed, not measured: a 2-piece molecular cluster, C2H6N2O overall in a non-equilibrium geometry, with wB97M-V/def2-TZVPD.

## Properties
Frontier orbital gap ... 0.3973 hartree
Largest force on an atom ... 4.33 eV/Å
ΔE to the lowest compared entry with this formula, charge and spin ... 209.3 kJ/mol
SMILES string ... NC=O.C=N
E_HOMO ... -9.90 eV
Lowest unoccupied orbital energy ... 0.910 eV

```
11
Properties=species:S:1:pos:R:3:forces:R:3:lowdin_charge:R:1
N -2.887799 1.053777 -1.891106 -0.907 1.486 -0.347 0.097
C -3.533763 -0.143214 -1.872915 3.206 -2.410 1.638 -0.382
O -2.897108 -1.202892 -1.693909 -1.340 1.882 -0.939 -0.037
H -1.882349 1.148939 -1.992045 -0.396 -0.627 0.190 0.106
H -3.388337 1.949587 -1.839727 0.204 -0.972 -0.223 0.103
H -4.605877 -0.191189 -1.840573 -0.768 0.641 -0.320 0.113
C 5.084729 0.365019 2.947402 -0.157 -2.189 2.015 -0.162
N 4.167259 -0.440413 2.532731 0.771 1.592 0.452 0.001
H 5.511883 0.071268 3.984559 -0.596 0.248 -1.586 0.072
H 5.650510 1.248186 2.621256 -0.943 0.019 -0.988 0.052
H 3.629025 -0.228036 1.679509 0.926 0.329 0.108 0.038
```
Positions in Å, forces in eV/Å.